1.
{"formula": "C22H52F3N3O7S", "method": "wB97M-V/def2-TZVPD", "symbols": ["C", "O", "C", "C", "N", "H", "H", "C", "C", "O", "C", "H", "H", "H", "H", "H", "H", "H", "H", "H", "H", "H", "H", "H", "H", "C", "O", "C", "C", "N", "H", "H", "C", "C", "O", "C", "H", "H", "H", "H", "H", "H", "H", "H", "H", "H", "H", "H", "H", "H", "C", "C", "C", "N", "C", "C", "C", "C", "C", "C", "H", "H", "H", "H", "H", "H", "H", "H", "H", "H", "H", "H", "H", "H", "H", "H", "H", "H", "H", "H", "C", "F", "F", "F", "S", "O", "O", "O"], "positions_angstrom": [[-6.8705, -2.5364, -2.4046], [-6.2228, -1.2165, -2.1249], [-6.9746, -0.0709, -2.7627], [-6.1689, 1.2385, -2.6689], [-4.7899, 1.1765, -3.4143], [-4.9727, 0.9347, -4.3777], [-4.4888, 2.1166, -3.6279], [-3.7203, 0.4679, -2.5863], [-2.2694, 0.6134, -3.1705], [-2.0810, 0.2198, -4.4938], [-1.8960, -1.1039, -4.9025], [-6.3263, -3.4655, -2.2350], [-7.2487, -2.4667, -3.4245], [-7.7544, -2.4502, -1.7726], [-8.0362, 0.0682, -2.5582], [-7.1529, -0.3028, -3.8127], [-5.9835, 1.4680, -1.6196], [-6.6544, 2.1327, -3.0597], [-3.9557, -0.5702, -2.8208], [-3.7613, 0.6362, -1.5101], [-1.6034, -0.0060, -2.5697], [-2.0313, 1.6342, -2.8716], [-1.1452, -1.2295, -5.6827], [-2.8396, -1.5460, -5.2223], [-1.2596, -1.7117, -4.2594], [0.5444, 7.2914, -1.9237], [0.6065, 5.8612, -2.2646], [1.8775, 5.4320, -2.6064], [2.2252, 4.1511, -1.8485], [1.9270, 4.2328, -0.3516], [2.6486, 3.7438, 0.1586], [2.1366, 5.1952, -0.1284], [0.5116, 3.9606, 0.1961], [0.1390, 2.5653, 0.3993], [0.4915, 1.7275, -0.7224], [1.5462, 0.9333, -0.3319], [-0.4568, 7.5806, -1.6042], [0.5363, 7.8533, -2.8577], [1.4368, 7.5643, -1.3603], [2.6472, 6.1636, -2.3604], [2.0704, 5.3339, -3.6747], [3.3024, 3.9849, -1.8656], [1.7982, 3.1925, -2.1434], [-0.2073, 4.5477, -0.3755], [0.5980, 4.4312, 1.1755], [-0.9475, 2.5410, 0.3156], [0.0330, 2.1417, 1.3980], [1.2844, 0.3682, 0.5626], [2.5062, 1.4130, -0.1410], [1.8186, 0.3559, -1.2153], [1.5293, -6.0047, 2.8873], [2.6920, -4.9943, 2.9695], [2.0653, -3.5824, 3.0623], [3.1198, -2.4810, 3.3258], [3.9148, -2.5519, 4.6991], [4.7144, -1.2143, 5.0153], [3.7483, -0.0198, 5.1674], [2.9606, 0.1359, 3.8787], [2.3289, -1.1525, 3.3223], [4.1779, -2.3023, 2.2361], [0.9180, -6.0316, 1.9853], [0.9963, -6.0837, 3.8348], [1.9711, -6.9864, 2.7166], [3.2800, -5.1712, 2.0689], [3.3448, -5.2876, 3.7916], [1.4112, -3.5172, 3.9318], [1.4979, -3.2259, 2.2026], [3.0867, -2.7382, 5.3828], [4.4302, -3.5105, 4.6395], [5.3584, -1.2460, 5.8941], [5.3584, -0.8699, 4.2060], [3.1882, -0.3337, 6.0483], [4.1115, 0.9836, 5.3897], [2.3434, 1.0204, 4.0362], [3.6897, 0.4685, 3.1399], [1.4429, -1.3634, 3.9212], [2.1332, -1.0549, 2.2545], [3.6630, -2.8367, 1.4378], [4.9229, -3.0842, 2.3835], [4.5812, -1.3080, 2.0439], [-1.5769, -2.1299, -0.0427], [-2.3415, -3.0278, 0.6054], [-2.3286, -1.3904, -0.7264], [-0.9786, -1.3770, 0.8781], [-0.3596, -2.9775, -1.1525], [-0.0030, -4.0256, -0.2312], [-0.9845, -3.3416, -2.4290], [0.7261, -1.9827, -1.2515]], "mulliken_charge": [-0.714, -0.279, -0.673, -0.602, -0.054, 0.382, 0.385, -0.754, -0.097, -0.437, -0.395, 0.278, 0.309, 0.307, 0.541, 0.389, 0.290, 0.456, 0.356, 0.316, 0.087, 0.361, 0.311, 0.321, -0.056, -0.733, -0.331, -0.794, -0.449, -0.255, 0.409, 0.400, -0.530, -0.568, -0.138, -0.744, 0.261, 0.333, 0.350, 0.459, 0.421, 0.512, 0.164, 0.282, 0.404, 0.301, 0.476, 0.140, 0.246, 0.374, -1.408, -0.121, -0.401, 0.164, -0.666, -0.731, -0.903, -0.763, -0.811, -1.002, 0.280, 0.391, 0.431, 0.413, 0.301, 0.315, 0.122, 0.421, 0.519, 0.417, 0.272, 0.347, 0.424, 0.426, 0.245, 0.514, 0.640, 0.421, 0.364, 0.377, 0.697, -0.191, -0.171, -0.157, 1.033, -0.235, -0.522, -0.471], "max_force_ev_per_a": 7.591, "spin_multiplicity": 2, "e_lumo_ev": [-6.71, -12.76], "charge": 3, "energy_ev": -61413.0902}

=====

2.
{"formula": "C58H90N4O22S7", "method": "wB97M-V/def2-TZVPD", "symbols": ["C", "C", "C", "C", "C", "C", "N", "O", "O", "H", "H", "H", "H", "H", "C", "C", "C", "C", "C", "C", "N", "O", "O", "H", "H", "H", "H", "H", "C", "C", "C", "C", "C", "C", "N", "O", "O", "H", "H", "H", "H", "H", "C", "C", "C", "C", "C", "C", "N", "O", "O", "H", "H", "H", "H", "H", "C", "C", "C", "C", "C", "C", "H", "H", "H", "H", "H", "H", "H", "H", "H", "H", "H", "H", "H", "H", "C", "C", "C", "S", "O", "O", "C", "H", "H", "H", "H", "H", "H", "H", "H", "C", "C", "C", "S", "O", "O", "C", "H", "H", "H", "H", "H", "H", "H", "H", "C", "C", "C", "S", "O", "O", "C", "H", "H", "H", "H", "H", "H", "H", "H", "C", "C", "C", "S", "O", "O", "C", "H", "H", "H", "H", "H", "H", "H", "H", "C", "C", "C", "S", "O", "O", "C", "H", "H", "H", "H", "H", "H", "H", "H", "C", "C", "C", "S", "O", "O", "C", "H", "H", "H", "H", "H", "H", "H", "H", "C", "C", "C", "S", "O", "O", "C", "H", "H", "H", "H", "H", "H", "H", "H"], "positions_angstrom": [[10.9764, 22.9284, 7.8741], [12.1338, 23.5713, 7.4424], [13.0368, 24.0857, 8.3808], [12.7078, 24.0119, 9.7142], [11.5730, 23.3433, 10.1707], [10.7006, 22.8223, 9.2172], [13.6332, 24.5727, 10.7088], [13.2903, 24.5644, 11.8576], [14.6747, 25.0647, 10.3062], [10.2863, 22.5878, 7.1117], [12.3744, 23.6791, 6.3954], [13.9691, 24.5271, 8.0597], [11.2912, 23.3231, 11.2136], [9.8197, 22.2757, 9.5315], [4.7994, 23.7904, 10.0219], [6.0524, 23.3144, 9.6422], [6.1751, 22.3057, 8.7177], [5.0241, 21.8422, 8.1055], [3.7720, 22.3573, 8.3861], [3.6562, 23.2934, 9.3798], [5.1212, 20.7161, 7.1719], [6.1878, 20.1433, 7.0825], [4.1588, 20.4814, 6.4736], [4.7505, 24.6327, 10.6989], [6.9581, 23.6954, 10.1017], [7.1300, 21.8822, 8.4551], [2.8787, 21.9374, 7.9474], [2.6976, 23.6004, 9.7829], [3.5519, 16.6569, 4.9980], [4.1809, 17.2313, 6.1024], [5.5369, 17.0188, 6.3267], [6.2100, 16.1521, 5.4900], [5.5738, 15.5043, 4.4418], [4.2483, 15.7813, 4.1700], [7.6427, 15.9480, 5.6457], [8.1839, 16.4528, 6.5978], [8.2243, 15.3062, 4.7644], [2.5528, 16.9190, 4.6665], [3.6470, 17.9921, 6.6560], [5.9383, 17.5751, 7.1586], [6.1530, 14.8307, 3.8189], [3.7958, 15.3932, 3.2689], [10.3949, 15.0845, 2.1686], [10.1522, 16.4393, 2.2774], [11.0788, 17.3759, 1.8637], [12.2705, 16.9389, 1.3572], [12.5225, 15.6088, 1.1537], [11.5904, 14.6919, 1.5716], [13.1616, 17.9282, 0.7978], [14.1324, 17.5276, 0.2311], [12.8594, 19.0861, 0.9217], [9.6827, 14.2866, 2.3270], [9.1985, 16.7978, 2.6556], [10.8567, 18.4323, 1.9472], [13.4389, 15.3312, 0.6542], [11.7311, 13.6277, 1.4177], [10.1941, 19.0014, 9.4137], [9.8884, 18.9710, 10.9144], [9.1967, 20.2267, 11.4637], [7.8014, 20.4849, 10.9435], [7.2205, 21.8030, 11.4411], [6.9350, 21.8013, 12.9421], [10.5326, 18.0598, 8.9771], [10.9390, 19.7804, 9.2070], [9.2837, 19.2380, 8.8533], [9.1834, 18.1273, 11.0558], [10.7250, 18.6394, 11.5355], [9.8254, 21.0809, 11.1764], [9.2698, 20.1589, 12.5533], [7.9337, 20.5825, 9.8584], [7.0694, 19.7106, 11.1874], [7.9095, 22.6219, 11.1928], [6.2888, 22.0511, 10.9227], [6.7161, 22.8170, 13.2859], [6.1190, 21.1353, 13.2149], [7.8285, 21.5410, 13.5183], [11.7937, 15.2162, 5.4261], [11.6971, 13.7170, 5.2740], [12.8572, 13.1477, 6.0699], [14.2164, 14.2042, 5.5778], [14.8973, 13.6174, 4.4581], [14.9920, 14.6336, 6.7138], [13.2040, 15.6186, 5.0418], [11.4682, 15.5781, 6.3977], [11.0611, 15.6662, 4.7489], [11.6930, 13.3699, 4.2375], [10.7487, 13.3220, 5.6518], [13.1761, 12.1262, 5.8859], [12.7086, 13.3202, 7.1354], [13.3737, 15.7352, 3.9759], [13.5741, 16.4519, 5.6332], [11.6299, 18.8829, 4.8704], [10.2629, 18.4702, 5.3995], [9.2252, 19.1324, 4.5629], [9.8775, 20.7932, 4.1863], [9.3171, 21.6884, 5.1719], [9.8566, 21.0704, 2.7848], [11.5775, 20.4112, 4.6889], [11.8981, 18.4343, 3.8996], [12.4622, 18.5959, 5.5139], [10.2085, 18.7005, 6.4703], [10.2133, 17.3815, 5.3981], [8.2197, 19.3352, 4.9193], [9.1440, 18.5862, 3.6175], [11.5571, 20.7222, 5.7440], [12.2819, 20.9557, 4.0759], [11.8780, 22.1097, 0.3818], [10.6373, 21.5034, -0.2623], [10.6931, 21.8997, -1.7038], [12.3897, 21.5548, -2.1646], [12.8951, 22.6041, -2.9984], [12.4372, 20.1755, -2.5677], [13.0530, 21.7442, -0.4930], [11.9732, 21.7858, 1.4116], [11.6529, 23.1789, 0.3641], [9.7125, 21.8351, 0.2105], [10.5898, 20.4124, -0.1715], [10.6308, 22.9922, -1.8182], [10.0075, 21.5419, -2.4653], [13.7993, 22.5269, -0.5930], [13.5056, 20.7893, -0.2392], [15.6327, 17.0611, 10.2119], [14.4261, 16.8365, 11.1402], [13.2886, 17.3950, 10.3256], [13.5249, 16.8233, 8.6324], [13.2566, 17.9162, 7.7314], [12.8155, 15.5902, 8.4513], [15.3073, 16.5000, 8.8375], [16.5249, 16.6236, 10.6651], [15.8711, 18.1312, 10.1637], [14.5528, 17.3943, 12.0606], [14.3547, 15.7561, 11.2629], [13.3200, 18.4842, 10.2124], [12.2547, 17.1768, 10.5925], [15.8472, 17.0093, 8.0494], [15.4836, 15.4333, 8.8539], [6.5002, 19.0492, 2.0772], [5.7221, 19.3404, 3.3737], [4.3309, 19.7006, 2.9458], [3.9604, 18.6419, 1.5239], [3.5857, 19.5010, 0.4386], [3.1118, 17.5446, 1.8822], [5.6336, 18.0650, 1.3185], [7.4699, 18.5651, 2.2196], [6.7101, 19.9756, 1.5398], [6.2148, 20.1922, 3.8465], [5.7199, 18.4926, 4.0561], [4.3149, 20.7083, 2.5335], [3.5462, 19.6179, 3.6891], [5.8479, 17.8423, 0.2771], [5.6381, 17.1189, 1.8696], [16.6143, 20.3314, 4.8102], [15.3289, 19.8789, 5.4966], [15.2266, 20.5286, 6.8619], [15.6455, 22.2316, 6.4378], [16.2662, 23.0249, 7.4454], [14.5263, 22.6898, 5.6783], [16.9845, 21.7089, 5.3446], [16.4991, 20.3067, 3.7223], [17.4293, 19.6038, 4.8985], [15.2217, 18.7893, 5.5906], [14.4958, 20.0503, 4.8077], [16.0145, 20.1040, 7.4873], [14.2688, 20.4887, 7.3696], [17.8320, 21.6731, 6.0318], [17.2452, 22.4842, 4.6290], [10.9572, 26.1282, 4.8310], [10.3730, 24.7926, 4.3774], [8.9277, 24.6956, 4.7647], [8.3301, 26.4092, 4.6435], [7.8020, 26.7310, 5.9395], [7.5272, 26.6364, 3.4815], [9.9557, 27.1657, 4.3688], [11.9653, 26.2897, 4.4559], [11.0615, 26.1364, 5.9254], [10.9994, 23.9981, 4.7701], [10.4137, 24.8337, 3.2808], [8.8037, 24.4384, 5.8110], [8.2370, 24.0965, 4.1813], [9.9748, 28.1891, 4.7193], [10.0855, 27.1594, 3.2813]], "mulliken_charge": [-0.098, -0.550, -0.783, -0.615, -0.311, -0.609, 1.078, -0.633, -0.629, 0.503, 0.883, 0.547, 0.558, 0.708, -0.510, -0.679, -0.083, -0.260, -0.545, -0.633, 0.985, -0.254, -0.606, 0.454, 0.481, 0.779, 0.485, 0.385, -0.616, -0.468, -0.198, -0.115, -0.510, -0.444, 1.183, -0.610, -0.609, 0.395, 0.483, 0.511, 0.506, 0.393, -0.630, -0.008, 0.333, -0.210, -0.773, -0.365, 1.145, -0.669, -0.598, 0.464, -0.127, 0.566, 0.549, 0.392, -0.260, -1.223, -0.272, 0.838, 0.059, -1.753, 0.408, -0.013, 0.201, 0.308, 0.404, -0.256, 0.417, -0.969, 0.689, -0.067, 0.353, 0.442, 0.352, 0.353, 1.427, -0.973, -0.741, 1.158, -0.706, -0.621, 0.516, 0.414, -1.381, 0.257, 0.392, 0.552, 0.251, 0.382, -0.865, 0.886, 1.418, 1.455, 0.351, 0.073, -0.566, -0.956, -1.204, 0.309, -1.025, -0.443, 0.244, -1.652, -0.121, 0.890, 0.126, -0.149, -0.943, 1.150, -0.690, -0.642, -0.577, -0.502, 0.484, 0.297, -0.023, 0.381, 0.490, 0.506, 0.160, -0.735, -0.673, -0.778, 1.244, -0.294, -0.770, -0.912, 0.400, 0.266, 0.377, 0.328, 0.321, 0.348, 0.370, 0.423, 0.142, 1.306, -0.991, 1.104, -0.715, -0.635, -0.698, -0.604, 0.406, 0.167, -0.985, 0.525, 0.393, 0.636, 0.151, -0.901, 0.652, -0.415, 1.163, -0.767, -0.483, -0.838, 0.324, 0.322, 0.182, -0.502, 0.378, 0.071, 0.343, 0.500, -0.686, 0.601, -0.441, 1.204, -0.673, -0.680, -0.812, 0.476, 0.247, -0.749, 0.235, 0.068, 0.429, 0.466, 0.348], "smiles": "O=[N+]([O-])c1ccccc1.O=[N+]([O-])c1ccccc1.O=[N+]([O-])c1ccccc1.O=[N+]([O-])c1ccccc1.O=S1(=O)CCCC1.O=S1(=O)CCCC1.O=S1(=O)CCCC1.O=S1(=O)CCCC1.O=S1(=O)CCCC1.O=S1(=O)CCCC1.O=S1(=O)CCCC1.CCCCCC", "max_force_ev_per_a": 2.383, "e_lumo_ev": -1.15, "energy_ev": -188444.0432}